Formula: C3H3AgLiO4
Source: the OMol25 dataset
Level of theory: wB97M-V/def2-TZVPD

LUMO (spin up / spin down) = -2.33 / -2.77 eV
ΔE to the lowest compared entry with this formula, charge and spin = 1.639 eV
Multiplicity = 2

Last column: Löwdin spin population.
Positions of all 12 atoms, in Å:
H  -3.234  0.088  -0.134  0.000
O  -1.488  -0.973  -0.600  0.000
O  -0.450  1.235  0.572  0.003
C  -2.222  0.165  -0.611  0.000
C  -1.575  1.319  0.095  0.000
H  -2.460  0.572  -1.630  0.000
H  -2.154  2.261  0.195  0.000
O  4.144  -0.285  0.267  0.115
C  2.933  -0.084  0.307  0.521
O  2.026  -0.930  0.491  0.159
Ag  4.370  -2.640  0.779  0.171
Li  0.109  -0.728  0.268  0.030

Atoms 1-6, force components in eV/Å:
0.148 -0.009 -0.064
0.185 0.287 0.190
-0.432 0.050 -0.075
0.008 -0.245 0.011
0.385 -0.151 0.155
0.036 -0.049 0.134

---

Formula: C3H3AgO2
Source: the OMol25 dataset
Level of theory: wB97M-V/def2-TZVPD

Total charge = +1
LUMO (spin up / spin down) = -4.98 / -6.73 eV
ΔE to the lowest compared entry with this formula, charge and spin = 2.555 eV
Multiplicity = 2

Last column: Löwdin spin population.
Positions of all 9 atoms, in Å:
O  -1.040  -0.190  0.188  0.031
C  1.390  0.694  0.878  0.482
O  0.681  1.675  1.166  0.261
Ag  -1.327  1.621  0.963  0.032
C  0.361  -0.562  0.292  0.175
H  0.509  -1.522  0.794  0.004
H  -0.537  -1.454  -1.518  0.003
C  -0.145  -0.549  -1.052  0.010
H  0.108  0.286  -1.711  0.002

Atoms 1-6, force components in eV/Å:
2.536 -2.981 -2.494
-5.208 2.456 0.161
6.401 -3.448 -0.580
-3.646 3.183 1.053
0.723 -0.329 1.186
0.245 0.475 0.087

---

Formula: C3H3AgO3
Source: the OMol25 dataset
Level of theory: wB97M-V/def2-TZVPD

Total charge = +1
LUMO (spin up / spin down) = -5.88 / -6.17 eV
ΔE to the lowest compared entry with this formula, charge and spin = 1.475 eV
Multiplicity = 2

Last column: Löwdin spin population.
Positions of all 10 atoms, in Å:
O  2.638  2.345  0.927  0.001
C  2.798  1.200  0.986  0.002
O  2.577  0.061  0.839  0.004
Ag  1.125  -1.887  -0.035  0.007
C  -0.708  -0.225  -1.168  0.707
C  -1.837  -0.392  -0.471  0.166
H  -0.502  -0.348  -2.231  0.052
H  -2.630  -1.048  -0.856  0.022
O  -2.127  0.093  0.732  0.032
H  -1.335  0.200  1.277  0.007

Atoms 1-6, force components in eV/Å:
1.483 -0.457 0.803
-2.725 1.206 -1.489
1.153 -0.912 0.633
-0.530 0.761 -0.344
0.736 -0.888 0.145
0.050 -0.344 -0.079

---

Formula: C3H3AlFO
Source: the OMol25 dataset
Level of theory: wB97M-V/def2-TZVPD

Total charge = +1
LUMO = -6.82 eV

Last column: Löwdin charge in e.
Positions of all 9 atoms, in Å:
F  1.210  -0.225  -1.646  0.122
O  -0.284  0.531  1.221  -0.080
C  0.618  -0.124  -0.437  -0.191
C  1.114  0.334  0.894  -0.039
C  -0.669  0.003  -0.068  -0.300
H  1.593  -0.411  1.545  0.156
H  1.674  1.281  0.929  0.160
Al  -2.240  -0.163  -0.805  1.234
H  -3.017  -1.227  -1.632  -0.061

Atoms 1-6, force components in eV/Å:
-0.851 -0.384 1.949
-0.719 -0.606 0.006
1.401 0.508 -2.330
0.434 0.085 0.079
2.965 1.432 2.455
-0.212 0.161 -0.275

---

Formula: C3H3AuLiO4
Source: the OMol25 dataset
Level of theory: wB97M-V/def2-TZVPD

Total charge = +3
LUMO (spin up / spin down) = -15.64 / -19.75 eV
ΔE to the lowest compared entry with this formula, charge and spin = 0.000 eV
Multiplicity = 3

Last column: Löwdin spin population.
Positions of all 12 atoms, in Å:
C  0.050  -0.678  -1.548  0.127
C  -0.691  0.345  -0.735  0.110
O  -0.681  0.140  0.671  0.102
C  0.453  0.391  1.465  0.014
O  1.589  0.362  1.026  0.058
O  0.071  0.716  2.614  0.239
O  0.852  -1.473  -1.111  0.648
H  -0.218  -0.669  -2.623  0.067
H  -1.743  0.344  -1.046  0.002
H  -0.276  1.333  -0.995  0.006
Au  -1.728  0.295  2.194  0.628
Li  2.321  -1.107  0.088  -0.001

Atoms 1-6, force components in eV/Å:
0.825 -1.335 0.086
-0.805 0.909 0.504
3.029 -0.983 -5.417
5.469 1.415 -0.272
-1.824 -0.838 -0.564
2.207 0.302 0.814

---

Formula: C3H3BF3NO3
Source: the OMol25 dataset
Level of theory: wB97M-V/def2-TZVPD

LUMO = 0.35 eV
Structure (SMILES) = [O-][N+](F)=C(F)F.C#CB(O)O
ΔE to the lowest compared entry with this formula, charge and spin = 0.064 eV

Last column: Löwdin charge in e.
Positions of all 14 atoms, in Å:
O  -3.149  -1.002  0.921  0.098
N  -1.956  -1.095  1.015  -0.151
F  -1.399  -2.398  0.543  0.004
C  -1.068  -0.283  1.469  -0.300
F  0.216  -0.395  1.772  0.190
F  -1.526  0.915  1.853  0.172
C  2.688  1.067  0.408  0.101
C  1.790  0.833  -0.357  0.006
B  0.702  0.234  -1.278  -0.752
O  -0.178  1.137  -1.859  0.116
O  0.528  -1.044  -1.618  0.204
H  3.632  1.172  1.003  0.069
H  0.007  2.121  -1.826  0.136
H  -0.287  -1.262  -2.047  0.108

Atoms 1-6, force components in eV/Å:
-0.111 0.236 -0.196
0.912 -0.955 0.054
0.160 1.124 0.545
0.228 1.590 0.915
-1.556 -0.941 -0.803
0.254 -1.133 -0.394

---

Formula: C3H3BaLiO2
Source: the OMol25 dataset
Level of theory: wB97M-V/def2-TZVPD

LUMO = -0.59 eV

Last column: Löwdin charge in e.
Positions of all 10 atoms, in Å:
C  1.249  1.710  1.912  -0.505
C  0.872  1.138  3.070  -0.037
H  1.459  1.311  3.972  0.041
H  2.151  2.341  1.907  0.091
H  -0.003  0.487  3.131  0.048
O  -0.926  -2.052  -2.468  0.083
C  -0.308  -1.257  -1.966  -0.004
O  0.608  1.618  0.741  -0.697
Li  0.801  0.323  -0.525  0.384
Ba  -0.612  3.833  -0.178  0.596

Atoms 1-6, force components in eV/Å:
-0.008 -0.038 0.686
0.173 0.050 -0.275
-0.161 -0.091 -0.292
-0.219 -0.148 0.029
0.212 0.273 -0.024
0.298 0.523 0.162

---

Formula: C3H3BaO2
Source: the OMol25 dataset
Level of theory: wB97M-V/def2-TZVPD

LUMO (spin up / spin down) = -0.11 / -0.09 eV
ΔE to the lowest compared entry with this formula, charge and spin = 0.005 eV
Multiplicity = 2

Last column: Löwdin spin population.
Positions of all 9 atoms, in Å:
C  -2.228  -0.672  -0.126  0.003
O  0.067  -1.002  0.454  0.052
C  -1.997  0.620  -0.037  0.006
C  -1.091  -1.658  0.108  0.006
O  -1.810  1.775  -0.013  0.014
H  -3.261  -0.995  -0.266  0.000
H  -1.415  -2.362  0.902  0.001
H  -0.979  -2.266  -0.814  0.002
Ba  2.201  0.103  -0.175  0.917

Atoms 1-6, force components in eV/Å:
-0.207 0.241 0.161
1.651 0.732 -0.609
-0.177 0.029 -0.231
-0.233 -0.133 0.110
0.051 -0.558 0.099
0.301 0.168 -0.025

---

Number 1: M 217.86 g/mol, E_tot -571.5228 Ha. Number 2: M 178.92 g/mol, E_tot -413.1028 Ha. Number 3: M 194.92 g/mol, E_tot -488.4212 Ha. Number 4: M 101.04 g/mol, E_tot -533.2273 Ha. Number 5: M 306.96 g/mol, E_tot -558.7873 Ha. Number 6: M 168.87 g/mol, E_tot -720.9095 Ha. Number 7: M 215.32 g/mol, E_tot -299.5309 Ha. Number 8: M 208.38 g/mol, E_tot -291.9917 Ha.